# C12H36Cl2MnO16P4

A structure of composition C12H36Cl2MnO16P4 at a distorted geometry (ωB97M-V with the def2-TZVPD basis set, OMol25).

Values from the calculation:
2S+1	6
HOMO level (spin up / spin down)	-7.3 / -8.2	eV
⟨S²⟩	8.75
orbital gap (spin up / spin down)	7.9289 / 8.7521	eV
E_LUMO (spin up / spin down)	0.59 / 0.59	eV

Positions of all 71 atoms, in Å:
H  -0.92117  0.42051  3.50484
O  0.70495  2.92542  3.15057
H  0.14287  4.10760  -4.59832
H  -2.63810  -3.79889  -0.59672
H  -0.16624  -0.75735  4.59026
O  0.71991  1.17575  1.29482
C  1.27536  -1.57910  -4.09109
C  0.75157  3.26512  -4.90738
H  -2.45944  3.18009  -1.27071
C  2.70521  3.26480  -1.32870
H  -2.70047  -1.39569  4.35396
C  -3.30150  -1.40770  -2.75477
H  1.43105  -1.03431  -3.15810
O  0.04689  -2.30867  -4.13544
H  1.69600  3.67101  -5.27766
H  1.00071  -4.77700  -2.58759
H  -1.02801  4.01898  -0.63167
O  -0.88029  3.33650  -2.60715
H  1.37023  -2.54600  3.42397
H  -3.41261  -2.78703  3.61253
O  1.13049  0.53896  3.71387
H  1.01934  -3.47985  -1.34843
C  0.42565  -4.27407  -1.81270
C  -0.15898  0.28602  4.27762
Cl  -2.36428  0.67291  0.25461
H  -4.16929  -1.24457  -3.38097
H  0.17617  -4.98491  -1.02621
O  0.38268  1.34231  -1.62988
O  2.86157  1.79535  2.51283
H  -3.55600  -1.88013  -1.80799
C  -1.64438  3.86018  -1.51108
O  -1.84347  -3.97090  1.31708
H  2.34399  -3.24914  2.14746
C  1.56757  -3.47117  2.88061
O  -0.46313  -1.81289  1.15468
P  0.46794  2.58267  -2.37598
H  -2.88273  -1.43022  2.58540
H  3.45830  3.96941  -1.68819
H  1.94646  -4.24050  3.54784
H  -2.08955  4.80389  -1.82359
P  1.31342  1.59295  2.56573
Cl  2.43760  -1.15936  -0.33373
H  1.38299  -0.82291  -4.87221
O  -0.52599  -1.31452  -1.86548
H  2.10074  -2.28020  -4.21715
C  -2.63885  -2.02614  3.46810
H  4.18308  3.25160  3.03076
O  -1.35528  -2.63573  3.38564
O  1.03747  2.35804  -3.82827
H  2.94909  2.90890  4.32564
H  2.99150  2.30498  -1.76276
H  -2.85481  -0.45173  -2.47749
C  3.57961  2.50592  3.53519
P  -0.80803  -2.99047  1.94582
P  -0.88532  -2.31085  -2.86449
H  -0.80346  4.12430  2.57814
H  2.77275  3.22694  -0.24348
H  0.24695  3.66117  1.21248
H  4.20705  1.76040  4.02650
O  1.40359  3.68704  -1.74120
C  0.22261  3.94267  2.26042
O  -2.31567  -2.19416  -3.47287
H  -3.80163  -4.20004  0.68145
H  0.32958  2.66318  -5.70727
C  -2.91595  -3.61624  0.43677
H  -3.18340  -2.56977  0.59668
H  -0.41861  0.88125  5.15291
O  0.37815  -3.94780  2.24333
O  -0.82581  -3.78113  -2.31892
Mn  0.07552  -0.22373  -0.13061
H  0.77581  4.86809  2.41772

Atomic forces in eV per Å
H -0.1 0.0 0.1
O 0.1 0.0 -0.1
H -0.3 -0.2 0.0
H 0.2 0.0 0.0
H 0.1 0.0 -0.1
O 0.3 0.6 0.1
C 1.3 0.5 0.1
C 0.9 -0.1 -0.2
H 0.2 -0.2 0.1
C 1.0 0.0 -0.1
H 0.4 0.1 -0.1
C 0.6 0.5 0.5
H -0.2 -0.3 0.2
O 0.0 0.4 -0.1
H 0.0 -0.1 0.1
H -0.1 0.1 -0.2
H 0.1 0.0 0.0
O 0.0 0.4 -0.2
H 0.0 -0.1 0.1
H 0.2 -0.1 -0.2
O 0.2 0.4 0.8
H 0.0 0.1 -0.2
C 0.2 0.0 0.7
C -0.7 -0.6 -0.3
Cl 0.1 -0.1 0.0
H 0.0 -0.3 -0.2
H 0.0 -0.1 -0.1
O 0.3 -0.5 0.3
O -0.1 0.3 -0.2
H -0.2 -0.2 -0.1
C -0.6 0.1 0.1
O -0.2 -0.7 -0.1
H -0.3 0.0 -0.2
C 0.6 0.5 0.0
O -0.2 0.2 -0.1
P 0.0 0.3 -0.5
H 0.2 0.1 0.0
H -0.3 0.3 0.0
H -0.3 -0.1 0.1
H 0.3 0.1 -0.1
P -0.1 -0.6 0.1
Cl -0.2 0.0 0.0
H -0.7 -0.3 -0.3
O -0.1 0.5 0.4
H -0.1 -0.1 0.1
C -0.9 0.1 0.2
H 0.0 0.2 0.2
O 0.1 0.0 0.3
O -0.4 0.0 -0.1
H -0.2 0.3 -0.3
H -0.3 -0.2 0.2
H -0.1 0.0 -0.1
C 0.3 -0.9 0.3
P 0.2 -0.1 0.0
P 0.4 -0.5 -0.6
H -0.1 0.0 -0.3
H -0.2 -0.2 0.0
H 0.1 -0.3 0.0
H 0.2 0.2 -0.1
O -0.1 0.3 0.2
C -0.6 0.5 0.5
O -0.6 0.0 0.0
H 0.2 -0.3 0.2
H -0.4 0.2 0.0
C -0.4 0.7 0.1
H 0.1 0.1 -0.3
H 0.5 0.4 -0.1
O 0.1 -0.6 0.1
O -0.3 -0.4 -0.1
Mn 0.0 0.0 -0.4
H 0.2 -0.2 0.0

# C12H36ClN3O3Ti

A structure of composition C12H36ClN3O3Ti at a distorted geometry (ωB97M-V with the def2-TZVPD basis set, OMol25).

Values from the calculation:
charge	+3
2S+1	4
HOMO level (spin up / spin down)	-17.6 / -17.6	eV
⟨S²⟩	3.75
orbital gap (spin up / spin down)	7.9919 / 6.9534	eV
E_LUMO (spin up / spin down)	-9.60 / -10.64	eV

Positions of all 56 atoms, in Å:
H  1.12856  -0.40530  2.09447
H  2.43390  -4.44937  -0.36028
H  1.00246  0.52614  3.57331
H  -4.84132  2.49521  2.89881
H  1.24167  1.42701  -3.00063
C  -0.89906  1.11337  -3.17524
H  4.68248  -3.54983  0.04543
H  1.62329  -4.65436  1.10816
H  -1.67452  5.01737  -3.50291
O  -3.02128  1.40181  2.82671
Cl  0.74586  0.64984  -0.26472
H  0.28434  -1.08554  3.47297
C  0.46282  -0.16184  2.92249
H  -0.92987  0.99574  -4.25843
C  4.50664  -3.97102  1.03527
H  5.28751  -3.66552  1.73169
H  -2.02435  0.26245  -1.39437
H  -0.18285  2.36366  1.71016
N  0.55085  0.69679  -2.90254
C  -1.25692  2.54514  -2.71288
C  -3.99086  2.24613  3.53347
H  -0.48246  5.08423  -2.22619
H  -1.27436  -0.41155  1.88521
H  -1.46988  1.90228  0.90352
H  -1.45867  -0.95063  -2.49960
C  -0.83980  0.44529  2.40007
O  -0.26138  3.43776  -3.32790
N  1.85102  -1.65855  -0.44434
H  -1.18361  2.67249  -1.63284
N  -0.61266  1.54611  1.30154
C  1.10842  -2.85431  0.23069
H  -2.14648  0.32256  4.35691
C  2.18920  -3.90650  0.55269
C  0.12350  -3.39907  -0.76676
H  0.60846  0.60523  -1.89835
O  3.31104  -3.33825  1.34623
H  -4.38686  1.72420  4.40461
H  0.09660  5.31921  -3.88597
H  0.90009  -0.14892  -3.33020
H  -2.22365  2.82967  -3.12831
H  1.16453  -0.95324  -0.67102
H  -0.71615  -2.80525  -1.12797
H  -0.29279  -4.39624  -0.62371
Ti  2.57468  1.56662  -0.18351
C  -1.84972  0.97712  3.53739
H  2.28909  -1.98761  -1.29281
H  0.66943  -3.61008  -1.68629
H  -3.49232  3.11421  3.96472
C  -0.63332  4.79755  -3.26695
H  2.60444  -1.27456  0.10793
H  4.35981  -5.04842  1.11115
H  0.02450  1.31075  0.55406
H  -2.90854  -0.03439  -2.76943
H  0.56451  -2.60006  1.14042
C  -1.86935  0.05800  -2.45374
H  -1.46664  1.86647  4.03780

Atomic forces in eV per Å
H 0.1 -0.2 0.1
H 0.9 0.4 -0.2
H 0.1 0.0 0.2
H 0.5 -0.1 -0.3
H 0.0 0.8 -1.2
C -1.7 -1.2 -0.1
H 1.2 -1.0 -0.4
H 0.3 -0.2 0.5
H 0.1 -0.2 -0.5
O -0.1 0.1 -0.5
Cl 1.9 -5.3 -5.2
H -0.2 0.1 0.0
C 0.4 1.1 0.1
H -0.6 0.4 0.1
C 0.7 -0.1 -0.5
H -0.2 0.1 0.0
H 0.5 0.4 0.2
H 0.0 0.5 0.8
N -0.6 0.9 -0.1
C 2.6 0.8 -1.9
C 0.8 -0.8 0.9
H 0.0 0.6 0.1
H -0.8 0.5 -0.3
H -1.0 -0.2 0.3
H 0.1 -0.1 -0.2
C -1.0 -0.3 1.0
O -1.1 -2.4 0.3
N -0.5 -2.8 0.3
H -0.4 -0.1 0.2
N -3.9 2.0 6.2
C 0.9 -0.9 0.0
H 0.5 -0.9 -0.4
C -0.1 0.6 1.4
C 0.2 -0.6 -2.0
H -0.2 -0.7 -0.9
O -4.2 0.4 -0.5
H -0.1 -0.4 -0.1
H -0.4 0.2 -0.1
H -0.4 -0.3 -0.7
H -0.3 -0.4 0.4
H 0.4 -1.0 -0.2
H 0.0 0.5 0.7
H 0.1 0.1 1.0
Ti 5.8 3.2 0.4
C -0.8 1.4 -1.6
H 0.2 -0.6 -0.4
H 0.3 0.1 -0.4
H 0.0 0.3 -0.4
C 0.7 0.5 1.0
H 0.2 -0.1 0.8
H 0.5 -0.1 -0.4
H -3.6 2.8 3.7
H 0.3 0.5 -0.9
H 0.6 0.9 0.0
C 0.9 0.3 0.0
H 0.7 0.1 0.0

# C12H36KO10P

A structure of composition C12H36KO10P at a distorted geometry (ωB97M-V with the def2-TZVPD basis set, OMol25).

Values from the calculation:
charge	-2
2S+1	1
HOMO level	-0.7	eV
relative energy (zero: lowest compared OMol25 entry of this formula, charge and spin)	0.0000	eV
orbital gap	4.6611	eV
E_LUMO	4.00	eV

Positions of all 60 atoms, in Å:
H  -1.59362  3.19888  0.66775
P  0.18522  -3.45950  -0.71890
H  -3.73705  -1.90166  -0.26872
C  0.19608  -0.51142  4.63568
C  -3.25838  -0.96648  0.03872
O  1.65620  -2.93501  -0.91246
O  0.04056  1.39077  1.75082
H  3.81131  -0.59941  3.33655
H  2.75859  1.29985  -2.40557
C  -4.26029  0.15444  0.26750
H  -0.28878  2.44621  -1.52470
O  -0.71151  -2.51596  -1.65437
H  2.76164  -2.03637  -0.36370
O  0.64097  2.20282  -1.52310
K  0.57609  -0.49643  -0.47533
H  -0.37389  -0.27696  -6.11694
H  1.00610  0.16447  4.35197
H  1.08678  -2.28742  3.81574
O  3.34377  -1.33035  0.12227
H  -1.62422  0.19541  -3.35727
H  -0.23915  -1.67423  -2.87225
O  0.01217  -4.91289  -1.08347
H  -1.80026  -1.33535  -1.26854
H  0.41459  -0.84437  5.65860
H  -0.13115  -2.10845  1.70930
H  -0.34371  3.92833  1.67763
H  1.16825  3.86967  -2.63483
H  3.27140  2.91917  -1.92355
C  3.33363  -1.62001  1.48684
O  -0.00600  -1.05817  -3.66792
H  -1.71896  0.83145  -5.79898
H  -0.66741  -2.38075  3.96766
H  4.33590  0.26072  1.86675
C  2.70270  2.35742  -2.66686
H  0.77470  2.40739  -3.58508
H  -2.76696  -1.18502  1.00253
H  0.04581  0.46045  2.08814
H  -1.94245  1.41301  2.32613
O  -2.30590  -0.54162  -0.89274
C  -1.27623  3.36165  1.70089
H  -1.92814  -1.16569  -4.42606
H  4.13151  -2.34124  1.73439
C  3.54248  -0.35396  2.30251
H  -4.85192  0.35825  -0.62891
C  -0.81632  0.38541  -5.36687
C  1.25735  2.77679  -2.67594
H  3.17634  2.49358  -3.63975
O  0.02899  -1.28988  2.37392
H  -0.75254  0.02671  4.64951
H  -3.71753  1.06510  0.53137
C  0.15838  -1.70678  3.70330
C  -1.15557  -0.42989  -4.13662
C  -1.03591  2.02873  2.39365
H  -0.81705  2.22062  3.45484
H  2.37261  -2.06898  1.76571
O  -0.23513  -3.15514  0.77067
H  -2.06009  3.93589  2.19916
H  2.63864  0.26244  2.31058
H  -4.93187  -0.09409  1.09495
H  -0.08078  1.16782  -5.16657

Atomic forces in eV per Å
H 0.0 0.0 0.0
P 0.5 -0.2 -0.1
H -0.1 0.1 -0.1
C 0.2 -0.2 0.4
C 0.4 0.0 0.6
O -0.3 0.1 0.1
O -0.1 -0.3 0.4
H -0.1 0.1 0.0
H 0.1 0.0 -0.1
C 0.0 -0.1 0.0
H -0.1 -0.1 0.1
O -0.3 0.5 0.1
H -0.2 -0.1 0.3
O 0.1 0.2 -0.1
K 0.2 0.0 0.1
H 0.0 0.0 0.0
H -0.1 0.1 -0.1
H 0.0 0.0 0.1
O -0.1 0.2 -0.5
H 0.0 0.1 -0.1
H 0.0 -0.3 -0.1
O -0.1 0.2 0.1
H 0.2 -0.4 0.4
H -0.1 0.0 0.0
H 0.2 -0.7 -0.8
H -0.1 0.1 0.0
H 0.0 0.0 -0.1
H 0.0 -0.1 0.0
C -0.1 -0.2 0.1
O 0.2 0.1 0.2
H 0.1 0.1 0.0
H 0.0 0.0 0.1
H 0.1 -0.1 0.0
C 0.3 -0.1 0.2
H -0.1 0.0 0.0
H 0.0 -0.1 -0.1
H 0.1 -0.1 -0.3
H 0.0 0.0 0.1
O 0.1 0.2 -0.6
C 0.0 -0.2 -0.1
H 0.1 0.0 0.1
H 0.0 0.0 0.0
C 0.0 0.2 0.0
H 0.0 0.0 0.0
C 0.0 -0.1 -0.3
C -0.2 -0.1 0.1
H -0.1 0.1 0.0
O -0.2 0.8 0.4
H 0.0 0.1 -0.1
H 0.0 0.0 0.0
C 0.1 -0.2 -0.5
C -0.2 -0.2 0.2
C -0.1 0.4 -0.3
H 0.0 -0.1 0.0
H 0.1 -0.2 0.0
O -0.2 0.5 0.1
H 0.1 0.0 0.1
H 0.0 -0.1 0.0
H 0.0 0.0 -0.1
H -0.1 0.0 0.1

Asked for calculated total energy across the records above, the calculation gives -139322.789, -59241.154, -59121.943 eV in order.